DFT (ωB97M-V with the def2-TZVPD basis set) results for a 6-piece molecular cluster, H12O5S2 overall.

CARTESIAN COORDINATES (ANGSTROEM)
1 S 2.839 0.585 -0.398
2 S 4.830 0.068 -0.762
3 H 2.737 1.714 0.441
4 H 5.357 0.386 0.475
5 H -2.760 -0.205 1.710
6 H -3.429 0.996 2.160
7 O -2.995 0.661 1.361
8 H -6.051 2.732 -0.598
9 H -4.736 3.295 -0.212
10 O -5.173 2.887 -0.958
11 H -1.720 -2.699 2.139
12 H -2.721 -2.709 3.266
13 O -2.038 -2.143 2.857
14 H -2.170 0.549 -1.937
15 H -1.343 0.686 -0.752
16 O -1.488 0.069 -1.470
17 H -1.081 -2.592 -1.050
18 H -1.237 -1.731 0.071
19 O -1.478 -2.627 -0.175

Results
net charge	+1
orbital gap (alpha / beta)	6.94 / 3.94	eV
E_HOMO (alpha / beta)	-13.18 / -13.18	eV
E_LUMO (alpha / beta)	-6.24 / -9.24	eV
2S+1	2

Results of the natural (NBO) charge analysis, in e, for atoms 1 through 8: atom 1 (S): 0.282, atom 2 (S): 0.294, atom 3 (H): 0.221, atom 4 (H): 0.203, atom 5 (H): 0.485, atom 6 (H): 0.470, atom 7 (O): -0.958, atom 8 (H): 0.470

DFT (ωB97M-V with the def2-TZVPD basis set) results for a 6-piece molecular cluster, H12O6 overall.

CARTESIAN COORDINATES (ANGSTROEM)
1 O 0.871 0.120 -0.357
2 H -0.009 -0.099 -0.772
3 H 0.779 1.000 0.206
4 O -1.772 -0.290 -1.151
5 H -2.155 0.340 -1.851
6 H -2.232 -1.021 -1.513
7 O 1.961 -0.680 -2.867
8 H 2.224 -1.566 -2.738
9 H 1.732 -0.483 -1.964
10 O -2.483 -0.440 1.456
11 H -2.325 -1.238 1.709
12 H -2.016 -0.483 0.463
13 O 0.616 -1.361 2.028
14 H 1.246 -1.194 2.689
15 H 1.058 -0.933 1.392
16 O 1.018 2.756 0.690
17 H 1.427 2.576 1.506
18 H 0.061 2.987 1.080

Results
orbital gap	10.65	eV
E_HOMO	-10.53	eV
E_LUMO	0.12	eV
2S+1	1

Results of the natural (NBO) charge analysis, in e, for atoms 1 through 8: atom 1 (O): -1.044, atom 2 (H): 0.501, atom 3 (H): 0.509, atom 4 (O): -0.936, atom 5 (H): 0.503, atom 6 (H): 0.489, atom 7 (O): -0.949, atom 8 (H): 0.452

Largest force on an atom
In order: 0.0436; 0.1888
Unit: hartree/bohr